[1]
Entry from OMol25: a molecular structure, C14H46Ag2O10 at a distorted geometry (ωB97M-V with the def2-TZVPD basis set).

Atoms and positions in Å:
Ag -18.2232 -18.9315 -27.6522
Ag -21.3478 -21.0993 -24.6786
C -18.2529 -15.0329 -23.4823
C -16.9237 -15.7639 -23.7713
C -16.1828 -15.8369 -22.4049
O -17.0248 -16.9023 -24.5745
H -18.8355 -15.5434 -22.7154
H -18.8579 -15.0252 -24.3889
H -17.9882 -14.0660 -23.0542
H -16.3752 -14.9936 -24.3135
H -16.6528 -16.5262 -21.7034
H -16.1311 -14.8234 -22.0072
H -15.1836 -16.2621 -22.4993
C -23.3841 -16.1418 -26.5368
C -22.7099 -17.1666 -27.4416
C -22.1001 -16.3574 -28.6619
O -21.7292 -17.9722 -26.8038
H -24.4060 -15.8658 -26.7967
H -22.9201 -15.1555 -26.5300
H -23.4908 -16.5494 -25.5316
H -23.4865 -17.8105 -27.8544
H -21.6939 -15.3753 -28.4197
H -22.9059 -15.9378 -29.2641
H -21.3732 -16.8928 -29.2727
C -18.5645 -11.4357 -27.3970
O -18.5477 -12.0431 -28.6397
H -18.6470 -10.3533 -27.4959
H -19.4580 -11.7424 -26.8534
H -17.6648 -11.6608 -26.8242
H -19.2521 -11.6505 -29.1606
C -16.6582 -15.8846 -30.8705
O -17.2382 -16.0379 -29.6123
H -16.7828 -16.8258 -31.4060
H -17.1699 -15.0994 -31.4270
H -15.6196 -15.5539 -30.8762
H -17.3638 -15.1854 -29.1893
C -25.7004 -20.1065 -23.4212
O -24.2806 -20.1502 -23.1246
H -26.0796 -21.0756 -23.0967
H -26.2183 -19.4565 -22.7159
H -25.9018 -19.8629 -24.4643
H -24.1931 -20.1989 -22.1698
C -20.0802 -20.8737 -31.4882
O -18.9316 -20.1851 -30.9680
H -20.7355 -21.1372 -30.6580
H -20.7779 -20.1547 -31.9177
H -19.8675 -21.7224 -32.1382
H -18.2209 -20.2065 -31.6130
C -28.8533 -19.0253 -27.5030
O -29.3147 -20.1449 -26.6524
H -27.9813 -19.2881 -28.1020
H -29.6753 -18.7843 -28.1772
H -28.7045 -18.1632 -26.8529
H -29.5041 -20.9066 -27.2053
C -25.2671 -23.0702 -27.2608
O -24.0492 -23.0859 -26.5083
H -25.0802 -23.8150 -28.0344
H -26.1251 -23.1702 -26.5961
H -25.3445 -22.1076 -27.7663
H -24.0435 -23.8499 -25.9270
C -20.9583 -13.4143 -33.5797
O -19.8628 -12.5088 -33.5790
H -21.6126 -13.3559 -34.4496
H -20.4830 -14.3887 -33.4672
H -21.6735 -13.2602 -32.7717
H -19.0345 -12.9653 -33.7439
C -24.5204 -12.1605 -22.6026
O -23.8313 -12.0584 -21.3922
H -24.7535 -11.1964 -23.0544
H -24.1268 -12.8134 -23.3816
H -25.4728 -12.5790 -22.2773
H -23.0558 -11.5011 -21.4892

2S+1: 3
HOMO (alpha / beta) (eV): -13.3946 / -13.3946
Kohn-Sham gap (alpha / beta) (Eh): 0.161 / 0.161
E_LUMO (alpha / beta) (eV): -9.00 / -9.00
Net charge: +2


[2]
Entry from OMol25: 8 unconnected molecules or ions with the total composition C14H46BN14O9P at a distorted geometry (ωB97M-V with the def2-TZVPD basis set).

Atoms and positions in Å:
C 4.7381 1.9546 1.7366
C 3.7211 1.3809 0.6882
C 3.1505 -0.0373 1.0266
C 1.5884 -0.0563 0.7940
C 0.7820 0.1270 2.1058
C -0.7398 0.3904 1.7732
P -0.8899 2.1039 0.9666
C -2.0425 1.8425 -0.5049
B -1.7146 3.3109 2.2220
O -3.1054 3.3175 2.4841
O -0.8459 4.2025 2.9085
H 4.8560 1.3243 2.6375
H 4.4131 2.9764 2.0349
H 5.7368 2.1021 1.2667
H 2.9069 2.1288 0.5715
H 4.2241 1.3299 -0.3008
H 3.5610 -0.7451 0.2752
H 3.3911 -0.3646 2.0579
H 1.2588 -1.0049 0.3105
H 1.3682 0.7415 0.0549
H 0.8314 -0.7875 2.7407
H 1.1606 0.9572 2.7361
H -1.3813 0.2913 2.6698
H -1.0128 -0.3696 1.0108
H -3.0826 2.1641 -0.3114
H -1.9950 0.7987 -0.8746
H -1.6340 2.4723 -1.3250
H -3.3347 2.4015 2.7257
H -0.5707 4.9207 2.3253
N -5.7781 0.0950 -2.4556
C -5.1980 -0.7910 -1.6016
N -5.9113 -1.0497 -0.4775
O -4.1105 -1.3100 -1.8259
H -6.6666 0.5282 -2.2857
H -5.2788 0.3172 -3.2966
H -5.5099 -1.6944 0.1776
H -6.8040 -0.6281 -0.2708
N -0.9551 -1.9495 -4.5064
C -0.3661 -2.8374 -3.6587
N -1.0860 -3.1166 -2.5410
O 0.7227 -3.3475 -3.8896
H -1.8490 -1.5263 -4.3332
H -0.4564 -1.7155 -5.3451
H -0.6890 -3.7678 -1.8896
H -1.9827 -2.7070 -2.3407
N 7.2947 5.3145 1.4157
C 7.8821 4.3092 0.7006
N 9.1499 4.5640 0.2792
O 7.3019 3.2610 0.4630
H 7.7449 6.1841 1.6263
H 6.3586 5.1581 1.7421
H 9.6226 3.8450 -0.2541
H 9.6311 5.4215 0.4710
N -7.8059 -0.4902 2.6074
C -8.8068 -0.4483 1.6852
N -10.0448 -0.7606 2.1532
O -8.6070 -0.1474 0.5162
H -7.9463 -0.7323 3.5695
H -6.8790 -0.2551 2.2951
H -10.8030 -0.7373 1.4958
H -10.2340 -1.0085 3.1053
N -3.7440 -1.3608 4.1220
C -4.2386 -0.0957 4.0659
N -4.8784 0.3326 5.1876
O -4.1151 0.6088 3.0726
H -3.8296 -1.9577 4.9226
H -3.2635 -1.7021 3.3081
H -5.2505 1.2657 5.1756
H -4.9888 -0.2248 6.0132
N 11.0286 1.1875 -2.8662
C 10.7263 1.2006 -1.5387
N 11.0053 0.0510 -0.8672
O 10.2367 2.1738 -0.9882
H 11.4282 0.3995 -3.3387
H 10.8308 2.0206 -3.3895
H 10.7891 0.0294 0.1129
H 11.4043 -0.7618 -1.2959
N -3.1202 -7.3655 -5.4939
C -2.9422 -6.0342 -5.2479
N -1.6668 -5.6683 -4.9486
O -3.8631 -5.2340 -5.2946
H -2.3813 -8.0414 -5.4622
H -4.0495 -7.6693 -5.7181
H -1.4991 -4.6959 -4.7620
H -0.8975 -6.3089 -4.9057

HOMO (eV): -7.2078
Kohn-Sham gap (Eh): 0.268
E_LUMO (eV): 0.09
Structure (SMILES): CCCCCCP(C)B(O)O.NC(N)=O.NC(N)=O.NC(N)=O.NC(N)=O.NC(N)=O.NC(N)=O.NC(N)=O


[3]
Entry from OMol25: a molecular structure, C14H47F3GaO13 at a distorted geometry (ωB97M-V with the def2-TZVPD basis set).

Atoms and positions in Å:
C 2.5644 0.6912 -3.0000
Ga 1.5757 -1.0239 -2.5960
O 2.3602 -1.8655 -1.1161
C -0.4268 -0.8996 -2.2395
C -1.1833 0.0004 -3.1144
O -2.2950 -0.1981 -3.3950
O -0.6151 1.1528 -3.6506
C 1.7309 -2.2046 -4.3176
F 2.8573 -2.2084 -4.9926
F 1.4850 -3.5001 -4.1012
F 0.8012 -1.8817 -5.2175
H 2.5717 1.3945 -2.1977
H 3.5805 0.4450 -3.2343
H 2.1843 1.1659 -3.8807
H 3.2892 -1.9900 -1.2885
H -0.6668 -0.7170 -1.2097
H -0.8282 -1.8509 -2.4802
H -0.0508 0.8123 -4.3453
C -0.4308 -6.4221 -5.3363
O 0.9764 -6.2578 -5.4178
H -0.6397 -7.4897 -5.3141
H -0.8265 -5.9631 -4.4257
H -0.9313 -5.9814 -6.2038
H 1.1532 -5.3095 -5.4265
C 4.8214 -1.8652 1.3112
O 5.0233 -2.4796 0.0458
H 3.9065 -1.2840 1.2570
H 4.7145 -2.6298 2.0872
H 5.6561 -1.2023 1.5628
H 5.8291 -2.9976 0.1061
C -1.1073 -0.5138 2.1924
O -0.9100 -1.0965 0.9058
H -2.0192 0.0760 2.1567
H -1.2165 -1.3008 2.9509
H -0.2705 0.1346 2.4602
H -0.0976 -1.6135 0.9402
C 0.3544 3.9596 -2.3925
O 1.7588 4.2242 -2.4920
H 0.2177 2.9293 -2.0894
H -0.0978 4.6178 -1.6424
H -0.1288 4.1122 -3.3611
H 1.8636 5.1396 -2.7617
C 1.5700 -1.1452 5.2274
O 2.1554 -1.6359 4.0299
H 1.7183 -0.0702 5.2661
H 0.4970 -1.3601 5.2426
H 2.0521 -1.6099 6.0937
H 2.0180 -2.5863 4.0109
C -2.2341 2.4546 4.7834
O -1.7440 1.1144 4.7511
H -2.3808 2.7715 3.7578
H -3.1876 2.5131 5.3190
H -1.5054 3.1074 5.2536
H -1.5972 0.8400 5.6593
C -2.8281 -4.4064 -0.6188
O -1.7351 -3.5878 -0.9959
H -3.6853 -3.7562 -0.4638
H -3.0714 -5.1308 -1.4039
H -2.6184 -4.9452 0.3128
H -0.9709 -4.1549 -1.1367
C -4.3288 -2.6671 2.8275
O -4.5738 -1.5660 3.7030
H -5.2868 -3.0279 2.4633
H -3.7190 -2.3530 1.9766
H -3.8246 -3.4753 3.3656
H -3.7223 -1.2463 4.0172
C 0.3566 5.5178 3.5782
O -0.9054 5.0279 4.0106
H 1.1054 5.1491 4.2749
H 0.5894 5.1536 2.5783
H 0.3741 6.6102 3.5798
H -1.5697 5.3517 3.3945
C -0.2231 7.6100 -1.6107
O -1.3860 6.9977 -1.0557
H 0.5916 7.4914 -0.9066
H 0.0440 7.1282 -2.5550
H -0.4042 8.6751 -1.7801
H -2.1034 7.1020 -1.6860

HOMO (eV): -4.9820
Kohn-Sham gap (Eh): 0.259
E_LUMO (eV): 2.07
Net charge: -1


Total energy per entry: -43709.5557; -64527.2949; -102423.5921 eV